{
  "formula": "C32H35BCoN4O10P3",
  "method": "wB97M-V/def2-TZVPD",
  "lumo_ha": [0.0878, 0.0878],
  "gap_ev": [4.93, 5.71],
  "charge": -1,
  "e_tot_ev": -126368.011,
  "spin_multiplicity": 4,
  "de_lowest_kcal_mol": 21.7,
  "fmax_ha_per_bohr": 0.0045,
  "species": ["Co", "C", "C", "O", "P", "O", "O", "O", "P", "O", "O", "O", "H", "H", "H", "H", "H", "H", "H", "O", "C", "C", "C", "C", "C", "C", "C", "P", "C", "C", "C", "C", "C", "C", "C", "C", "C", "C", "C", "C", "H", "H", "H", "H", "H", "H", "H", "H", "H", "H", "H", "H", "H", "H", "C", "C", "C", "C", "N", "C", "N", "N", "N", "H", "H", "H", "H", "H", "H", "H", "H", "H", "H", "O", "B", "O", "C", "C", "C", "C", "C", "C", "H", "H", "H", "H"],
  "coordinates": [[-0.439462, 0.350229, -0.760029], [0.282631, 4.230377, -4.254910], [0.364007, 3.061144, -3.289215], [1.727832, 2.681084, -3.128459], [-0.545174, 1.588406, -3.893557], [-0.037495, 1.285343, -5.378655], [-2.020176, 2.060417, -4.155939], [-0.333597, 0.426865, -2.996589], [-0.418592, 3.376396, -1.651356], [-0.109957, 4.931403, -1.373975], [-1.891984, 3.141721, -1.809300], [0.372005, 2.523007, -0.688028], [0.677499, 3.940201, -5.229448], [0.873606, 5.054652, -3.858035], [-0.748379, 4.561827, -4.374688], [1.781956, 2.270533, -2.248712], [0.647782, 0.605845, -5.345969], [-2.283159, 2.521586, -3.299501], [-0.370262, 5.146447, -0.465387], [-1.253433, 2.014563, 1.577050], [-1.201262, 0.702664, 0.979141], [-1.969065, -0.223020, 1.732206], [-2.538282, 0.017308, 3.013931], [-3.243951, -0.963912, 3.673666], [-3.442528, -2.228831, 3.107693], [-2.919260, -2.480276, 1.841593], [-2.195102, -1.517449, 1.164935], [-1.572580, -1.691761, -0.535908], [-3.128102, -1.847144, -1.493163], [-3.638008, -0.670341, -2.038076], [-4.838175, -0.676152, -2.733464], [-5.537963, -1.862300, -2.902233], [-5.035702, -3.041239, -2.366624], [-3.840032, -3.032351, -1.663924], [-0.874327, -3.377262, -0.602426], [-0.368698, -4.016281, 0.527526], [0.313395, -5.221684, 0.415423], [0.496972, -5.809361, -0.826517], [0.002899, -5.176619, -1.961680], [-0.666017, -3.970005, -1.851099], [-2.404601, 0.991407, 3.464618], [-3.660203, -0.748395, 4.652515], [-4.006801, -2.989366, 3.631837], [-3.089637, -3.446508, 1.375489], [-3.091295, 0.257150, -1.908493], [-5.218208, 0.246854, -3.152840], [-6.471111, -1.869850, -3.452283], [-5.578035, -3.970654, -2.493932], [-3.453900, -3.956528, -1.249982], [-0.515150, -3.566648, 1.502607], [0.698780, -5.703073, 1.306482], [1.026774, -6.749798, -0.913215], [0.151593, -5.620882, -2.938293], [-1.025231, -3.468934, -2.742682], [2.537711, -1.091375, 3.541906], [3.684829, -1.820524, 2.845718], [3.261979, -3.222217, 2.415234], [4.249741, -1.019342, 1.667916], [3.301204, -0.874530, 0.580950], [2.246563, -0.063467, 0.487714], [1.558641, -0.416187, -0.569274], [2.223004, -1.444312, -1.138715], [3.271697, -1.725844, -0.461039], [2.219969, -1.646934, 4.424926], [1.664554, -0.999526, 2.893504], [2.825420, -0.086594, 3.860210], [4.518258, -1.906406, 3.552328], [2.404877, -3.181641, 1.739780], [2.971087, -3.811696, 3.285662], [4.066833, -3.745085, 1.895855], [5.126461, -1.510467, 1.247480], [4.534422, -0.016635, 1.991972], [1.971448, 0.722695, 1.173049], [-0.207361, 4.199939, 1.509250], [-0.164224, 2.773844, 1.576411], [1.133224, 2.377730, 2.015372], [1.868223, 3.519090, 2.076351], [3.196950, 3.662536, 2.395785], [3.714955, 4.961369, 2.404521], [2.913814, 6.053211, 2.108529], [1.560293, 5.895987, 1.794056], [1.061331, 4.615675, 1.783282], [3.811408, 2.803413, 2.633171], [4.758484, 5.114876, 2.646722], [3.341506, 7.047155, 2.120002], [0.929869, 6.744457, 1.563247]],
  "forces_ev_per_a": [[-0.1, -0.2, -0.1], [0.0, 0.0, 0.0], [0.0, 0.0, 0.0], [0.0, 0.0, 0.0], [0.0, 0.0, -0.1], [0.0, 0.0, 0.0], [0.0, 0.0, 0.0], [0.0, 0.0, 0.1], [-0.1, 0.1, 0.0], [0.0, 0.0, 0.0], [0.0, 0.0, 0.0], [0.1, 0.0, 0.0], [0.0, 0.0, 0.0], [0.0, 0.0, 0.0], [0.0, 0.0, 0.0], [0.0, 0.0, 0.0], [0.0, 0.0, 0.0], [0.0, 0.0, 0.0], [0.0, 0.0, 0.0], [0.0, -0.1, 0.0], [0.0, 0.0, 0.1], [0.0, 0.0, 0.0], [0.0, 0.0, 0.0], [0.0, 0.0, 0.0], [0.0, 0.0, 0.0], [0.0, 0.0, 0.0], [0.0, 0.0, 0.0], [0.0, 0.2, 0.0], [0.0, -0.1, 0.0], [0.0, 0.0, 0.0], [0.0, 0.0, 0.0], [0.0, 0.0, 0.0], [0.0, 0.0, 0.0], [0.0, 0.0, 0.0], [0.0, 0.0, 0.0], [0.0, 0.0, 0.0], [0.0, 0.0, 0.0], [0.0, 0.0, 0.0], [0.0, 0.0, 0.0], [0.0, 0.0, 0.0], [0.0, 0.0, 0.0], [0.0, 0.0, 0.0], [0.0, 0.0, 0.0], [0.0, 0.0, 0.0], [0.0, 0.0, 0.0], [0.0, 0.0, 0.0], [0.0, 0.0, 0.0], [0.0, 0.0, 0.0], [0.0, 0.0, 0.0], [0.0, 0.0, 0.0], [0.0, 0.0, 0.0], [0.0, 0.0, 0.0], [0.0, 0.0, 0.0], [0.0, 0.0, 0.0], [0.0, 0.0, 0.0], [0.0, 0.0, 0.0], [0.0, 0.0, 0.0], [0.1, 0.0, 0.0], [0.0, 0.1, 0.0], [-0.1, -0.1, 0.1], [0.1, 0.1, -0.1], [0.0, 0.1, -0.1], [-0.1, -0.1, 0.1], [0.0, 0.0, 0.0], [0.0, 0.0, 0.0], [0.0, 0.0, 0.0], [0.0, 0.0, 0.0], [0.0, 0.0, 0.0], [0.0, 0.0, 0.0], [0.0, 0.0, 0.0], [0.0, 0.0, 0.0], [0.0, 0.0, 0.0], [0.0, 0.0, 0.0], [0.0, 0.1, 0.1], [0.0, 0.0, -0.1], [0.0, -0.1, 0.0], [0.0, 0.0, 0.0], [0.0, 0.0, 0.0], [0.0, 0.0, 0.0], [0.0, 0.0, 0.0], [0.0, 0.0, 0.0], [0.1, 0.0, 0.0], [0.0, 0.0, 0.0], [0.0, 0.0, 0.0], [0.0, 0.0, 0.0], [0.0, 0.0, 0.0]],
  "mulliken_spin": [1.980, 0.000, -0.018, 0.000, 0.000, -0.001, 0.001, 0.023, 0.051, -0.001, 0.003, 0.063, 0.000, 0.000, 0.000, 0.000, 0.000, 0.001, 0.001, -0.039, 0.418, 0.023, 0.187, -0.100, 0.211, -0.152, 0.140, 0.012, 0.011, -0.025, 0.005, 0.006, -0.001, 0.011, 0.022, 0.018, -0.010, 0.015, -0.005, 0.019, 0.033, -0.006, 0.019, -0.001, 0.058, 0.000, 0.001, 0.000, -0.001, 0.005, -0.001, 0.002, 0.000, 0.000, -0.013, 0.002, 0.000, -0.001, 0.002, -0.038, 0.028, -0.003, 0.003, 0.001, 0.013, -0.001, 0.000, 0.000, 0.000, 0.000, 0.000, 0.001, 0.020, -0.002, -0.016, 0.025, 0.010, -0.002, 0.000, 0.000, 0.001, -0.005, 0.000, 0.000, 0.000, 0.000]
}